# 1
{"formula": "H3I3Si2", "method": "ωB97M-V with the def2-TZVPD basis set", "species": ["Si", "Si", "I", "I", "I", "H", "H", "H"], "coordinates": [[-0.438212, 2.255738, 0.548075], [0.423907, -2.312940, -1.545267], [0.191900, -0.023706, 1.426746], [-1.492871, -3.953450, -0.990091], [2.604224, -3.469635, -1.301520], [-0.070545, 3.083634, 1.612902], [0.695457, 2.374716, -0.429256], [-1.913860, 2.045643, 0.678411]], "atomic_forces_ev_per_a": [[0.555, -2.173, 0.449], [-0.555, -0.148, 0.037], [-0.020, 0.139, -0.106], [0.803, 0.389, -0.093], [-0.269, -0.115, 0.109], [0.316, 1.199, 1.160], [-1.177, 0.227, -0.453], [0.347, 0.482, -1.105]], "orbital_gap_ev": 7.46, "homo_ev": -8.636}


# 2
{"formula": "H3INPS", "method": "ωB97M-V with the def2-TZVPD basis set", "species": ["N", "P", "S", "I", "H", "H", "H"], "coordinates": [[-1.642777, 0.044100, 0.702396], [2.053287, 1.564190, -0.150603], [-0.434666, -0.294586, -0.169428], [-0.495110, -2.624829, -1.376790], [-1.384004, 0.146778, 1.705448], [2.841384, 0.789807, 0.605752], [-0.938114, 0.374540, -1.316775]], "atomic_forces_ev_per_a": [[-0.410, 0.694, 1.642], [-1.110, 1.308, -1.180], [-0.409, 0.714, -1.705], [-0.019, 0.426, 0.237], [-0.112, -0.730, -0.847], [1.140, -1.230, 1.145], [0.920, -1.182, 0.709]], "orbital_gap_ev": [6.75, 6.65], "homo_ev": [-8.887, -8.781]}


For each record above, in turn, the calculated relative energy (zero: lowest compared OMol25 entry of this formula, charge and spin) values are 0.6680, 3.5940 eV.